Record 1
{
  "formula": "C9H9N3",
  "method": "the ωB97M-V functional and the def2-TZVPD basis",
  "gap_ha": 0.30664,
  "e_homo_ha": -0.283,
  "molar_mass_g_mol": 159.19,
  "smiles": "Nc1ccc2ccc(N)nc2c1",
  "spin_multiplicity": 1,
  "symbols": ["C", "C", "C", "C", "C", "C", "C", "C", "C", "H", "H", "H", "H", "H", "H", "H", "H", "H", "N", "N", "N"],
  "coordinates": [[2.3856, -0.4300, 0.0199], [2.3627, 1.0102, -0.0650], [1.2045, 1.7573, -0.0823], [-0.1118, 1.0907, -0.1155], [-1.3697, 1.7100, -0.0205], [-2.5292, 0.9239, 0.1692], [-2.3309, -0.4570, 0.0386], [-0.0548, -0.3764, -0.0823], [1.2219, -1.0845, -0.0933], [4.3926, -0.6223, -0.1819], [3.5574, -2.1723, -0.0405], [3.2824, 1.6686, 0.0374], [1.2249, 2.8391, 0.1659], [-1.3971, 2.8211, 0.1118], [-3.4669, 1.3523, 0.3672], [-3.0312, -2.3167, -0.0614], [-4.2831, -0.9350, -0.3143], [1.1641, -2.2349, -0.1617], [3.6167, -1.1600, 0.2113], [-3.3490, -1.3516, -0.0056], [-1.1411, -1.0978, 0.0036]],
  "mulliken_charge": [0.96, -0.44, -0.84, 0.68, -0.50, -0.73, 0.56, -0.02, -0.43, 0.23, 0.24, 0.20, 0.27, 0.32, 0.43, 0.27, 0.24, 0.17, -0.59, -0.47, -0.54]
}

***

Record 2
{
  "formula": "C4H4ClF",
  "method": "the ωB97M-V functional and the def2-TZVPD basis",
  "gap_ha": 0.38862,
  "e_homo_ha": -0.351,
  "molar_mass_g_mol": 106.53,
  "smiles": "FC1=CC[C@@H]1Cl",
  "spin_multiplicity": 1,
  "symbols": ["C", "C", "C", "C", "F", "Cl", "H", "H", "H", "H"],
  "coordinates": [[0.3679, -1.0452, -0.4398], [0.6900, 0.0765, -1.0447], [-0.3972, -0.4893, 0.7545], [-0.2019, 0.9572, 0.3471], [1.2906, 0.5809, -2.1004], [-1.4662, 2.0142, -0.1396], [0.6297, -2.1821, -0.5769], [-1.4119, -0.6105, 0.6654], [-0.1398, -0.8619, 1.7606], [0.6388, 1.5603, 0.7738]],
  "mulliken_charge": [-0.25, 0.13, -0.48, -0.15, -0.25, -0.17, 0.28, 0.26, 0.30, 0.34]
}

***

Record 3
{
  "formula": "C50H45N4O3SiV",
  "method": "the ωB97M-V functional and the def2-TZVPD basis",
  "gap_ha": [0.27625, 0.27627],
  "e_homo_ha": [-0.495, -0.495],
  "molar_mass_g_mol": 828.96,
  "charge": 2,
  "spin_multiplicity": 1,
  "symbols": ["V", "O", "C", "C", "C", "C", "C", "C", "C", "C", "C", "O", "C", "C", "C", "C", "C", "C", "C", "C", "C", "C", "C", "C", "N", "C", "C", "C", "C", "C", "C", "C", "C", "C", "C", "C", "C", "H", "H", "H", "H", "H", "H", "H", "H", "H", "H", "H", "H", "H", "H", "H", "H", "H", "H", "H", "H", "H", "H", "H", "H", "H", "H", "H", "C", "N", "C", "C", "C", "N", "C", "O", "N", "H", "H", "H", "H", "H", "H", "H", "C", "C", "C", "C", "C", "C", "Si", "C", "C", "C", "C", "C", "C", "H", "H", "H", "H", "H", "H", "H", "H", "H", "H", "H"],
  "coordinates": [[-0.1860, -0.1042, -0.1565], [-0.4422, -1.7404, 0.3337], [-0.0249, -2.8982, 1.0387], [1.4640, -2.6574, 1.2837], [1.7234, -1.3816, 2.0313], [2.3409, -1.4731, 3.2656], [2.6389, -0.3257, 3.9716], [2.3503, 0.8892, 3.3886], [1.7441, 0.9415, 2.1408], [1.6509, 2.3065, 1.5033], [0.3787, 2.6970, 0.7527], [0.0997, 1.6003, -0.1052], [0.6748, 3.9265, -0.0956], [0.5713, 3.8878, -1.4798], [0.8520, 5.0237, -2.2312], [1.2366, 6.1983, -1.6058], [1.3332, 6.2403, -0.2202], [1.0496, 5.1115, 0.5310], [-0.8466, 2.9358, 1.6399], [-0.8993, 2.5326, 2.9714], [-2.0081, 2.8342, 3.7606], [-3.0773, 3.5341, 3.2218], [-3.0449, 3.9122, 1.8838], [-1.9404, 3.6138, 1.1014], [1.3841, -0.1868, 1.4800], [-0.7756, -2.9979, 2.3625], [-0.9070, -4.2314, 2.9912], [-1.5129, -4.3250, 4.2355], [-1.9990, -3.1872, 4.8642], [-1.8706, -1.9540, 4.2436], [-1.2585, -1.8603, 3.0013], [-0.3007, -4.0848, 0.1272], [0.6862, -4.9649, -0.2940], [0.3676, -6.0240, -1.1389], [-0.9353, -6.2031, -1.5698], [-1.9283, -5.3251, -1.1484], [-1.6124, -4.2765, -0.3030], [1.8918, -3.4849, 1.8466], [1.9627, -2.6133, 0.3163], [2.5780, -2.4497, 3.6629], [3.1058, -0.3768, 4.9463], [2.6064, 1.8146, 3.8861], [1.8712, 3.0576, 2.2602], [2.4632, 2.3610, 0.7747], [0.2619, 2.9778, -1.9753], [0.7608, 4.9880, -3.3093], [1.4540, 7.0811, -2.1913], [1.6238, 7.1563, 0.2760], [1.1040, 5.1660, 1.6126], [-0.0626, 2.0226, 3.4302], [-2.0142, 2.5494, 4.8049], [-3.9227, 3.7994, 3.8431], [-3.8691, 4.4697, 1.4582], [-1.9019, 3.9535, 0.0739], [-0.5438, -5.1273, 2.5027], [-1.6109, -5.2910, 4.7119], [-2.4753, -3.2629, 5.8322], [-2.2430, -1.0617, 4.7317], [-1.1508, -0.8889, 2.5323], [1.7096, -4.8535, 0.0374], [1.1425, -6.7105, -1.4526], [-1.1824, -7.0293, -2.2224], [-2.9514, -5.4729, -1.4684], [-2.3894, -3.6052, 0.0459], [-3.2614, -0.4417, -3.7624], [-3.4043, -0.1626, -2.3268], [-4.6263, -0.0440, -1.7242], [-4.7510, 0.1795, -0.4017], [-3.5574, 0.3093, 0.3745], [-2.3748, 0.1807, -0.2371], [-2.3064, -0.0706, -1.5459], [-1.1320, -0.2238, -1.9953], [-3.5882, 0.5470, 1.6716], [-4.1360, -0.0563, -4.2787], [-3.1742, -1.5143, -3.9282], [-2.3683, 0.0546, -4.1308], [-5.4813, -0.1373, -2.3791], [-5.7249, 0.2744, 0.0529], [-4.4634, 0.7100, 2.1396], [-2.7421, 0.7946, 2.1669], [5.5778, -0.2284, -0.2056], [5.1487, -1.4919, -0.5888], [3.8901, -1.6539, -1.1488], [3.0481, -0.5532, -1.3366], [3.5037, 0.7159, -0.9645], [4.7571, 0.8775, -0.3993], [1.4219, -0.8107, -2.1548], [1.1204, 0.1294, -3.6990], [0.3437, -0.4850, -4.6889], [0.1302, 0.1382, -5.9076], [0.6798, 1.3918, -6.1479], [1.4577, 2.0097, -5.1781], [1.6844, 1.3800, -3.9639], [6.5596, -0.1013, 0.2304], [5.7976, -2.3478, -0.4598], [3.5726, -2.6445, -1.4577], [2.8719, 1.5846, -1.1094], [5.1033, 1.8639, -0.1183], [1.0198, -2.2225, -2.2401], [-0.0834, -1.4659, -4.5109], [-0.4508, -0.3561, -6.6753], [0.5175, 1.8793, -7.0999], [1.9053, 2.9745, -5.3770], [2.3199, 1.8645, -3.2367]],
  "mulliken_charge": [0.83, 0.46, 2.49, -0.82, -0.13, -0.90, -1.37, -0.55, -0.34, -2.09, 2.44, -0.71, -0.02, 0.56, -0.89, -0.68, -0.98, -0.64, 0.02, -0.54, -0.80, -0.80, -0.80, -0.29, 1.55, -0.05, -0.56, -1.05, -0.81, -1.06, 0.79, -0.44, -0.20, -1.10, -0.58, -1.05, -0.24, 0.89, -0.56, 0.59, 0.51, 0.62, 0.61, 0.62, 0.30, 0.50, 0.43, 0.47, 0.36, 0.26, 0.50, 0.46, 0.49, 0.56, 0.51, 0.46, 0.45, 0.50, -0.16, 0.42, 0.48, 0.46, 0.47, 0.55, -0.79, 0.19, -0.39, -1.29, 0.85, 0.95, -0.34, -0.39, 0.13, 0.42, 0.29, 0.19, 0.53, 0.50, 0.30, -0.34, -0.78, -0.73, -0.40, 0.82, -0.17, -0.95, 0.73, 0.66, -0.78, -0.57, -0.61, -0.66, -0.13, 0.44, 0.49, 0.41, 0.59, 0.51, -0.31, 0.46, 0.47, 0.44, 0.49, 0.37]
}